1.
This record from the OMol25 dataset describes a 2-piece molecular cluster, C4H8N2O overall at a distorted geometry. The level of theory is ωB97M-V/def2-TZVPD.

```
15
Properties=species:S:1:pos:R:3:lowdin_charge:R:1
C -1.39 -0.65 -0.40 -0.017
C -0.28 0.18 0.21 -0.466
C 0.11 -0.36 1.53 -0.180
N 0.17 -0.68 2.64 0.171
C -0.08 1.64 0.10 -0.107
N 0.72 0.80 -0.76 0.028
H -1.02 -1.68 -0.55 0.093
H -1.67 -0.23 -1.37 0.085
H -2.27 -0.70 0.25 0.092
H 0.53 2.08 0.88 0.120
H -0.87 2.23 -0.32 0.117
H 0.34 0.82 -1.72 0.121
O 1.70 -1.52 -0.27 -0.091
H 2.21 -1.35 0.53 0.041
H 1.65 -0.62 -0.65 -0.007
```

Calculated values
Relative energy (zero: lowest compared OMol25 entry of this formula, charge and spin), kcal per mole: 67.0
Total energy, eV: -9303.4875
LUMO, eV: 0.697
HOMO, eV: -10.5

2.
This record from the OMol25 dataset describes an isolated molecule of C4H8N2O at a distorted geometry. The level of theory is ωB97M-V/def2-TZVPD.

```
15
Properties=species:S:1:pos:R:3:lowdin_charge:R:1
C -2.04 0.89 0.49 -0.119
N -0.60 0.24 0.71 -0.087
C 0.09 -0.13 -0.54 -0.299
C 1.62 -0.19 -0.39 -0.213
O 2.12 1.08 -0.03 -0.036
C -0.43 -1.41 -1.03 -0.166
N -0.76 -2.45 -1.43 0.179
H -2.48 0.29 -0.31 -0.029
H -2.55 0.59 1.42 -0.023
H -0.23 1.12 1.05 0.111
H -0.49 -0.51 1.41 0.164
H -0.18 0.67 -1.24 0.158
H 2.06 -0.44 -1.36 0.136
H 1.91 -0.98 0.32 0.134
H 1.95 1.24 0.90 0.089
```

Calculated values
Relative energy (zero: lowest compared OMol25 entry of this formula, charge and spin), kcal per mole: 115.8
Total energy, eV: -9301.3736
LUMO, eV: 0.065
HOMO, eV: -7.3

3.
This record from the OMol25 dataset describes a 2-piece molecular cluster, C4H8N2O overall. The level of theory is ωB97M-V/def2-TZVPD.

```
15
Properties=species:S:1:pos:R:3:lowdin_charge:R:1
N 1.21 1.03 -0.06 0.029
C 0.29 1.46 0.77 -0.664
O 0.14 2.46 1.48 -0.030
C -0.92 0.45 0.88 -0.037
N -0.68 -0.71 0.05 -0.007
C 0.29 -1.80 -0.18 -0.017
C -0.72 -1.23 -1.09 0.014
H 1.95 1.74 -0.09 0.048
H 1.05 0.24 -1.90 0.028
H -1.03 0.11 1.91 0.127
H -1.84 0.92 0.53 0.128
H 1.32 -1.45 -0.28 0.091
H 0.09 -2.74 0.33 0.107
H 0.93 -0.16 -2.54 0.051
H -1.21 -1.11 -2.04 0.134
```

Calculated values
Relative energy (zero: lowest compared OMol25 entry of this formula, charge and spin), kcal per mole: 135.1
Total energy, eV: -9300.5347
LUMO, eV: -0.520
HOMO, eV: -8.1